54
Properties=species:S:1:pos:R:3:lowdin_spin:R:1 method="wB97M-V/def2-TZVPD" homo_ev="-3.310 / -3.510" orbital_gap_ha="0.2109 / 0.2179" s2=2.007 total_charge=-1 multiplicity=3 e_tot_ev=-41724.5305
Ag 1.4542 -0.1805 2.1118 0.0697
Pd 1.4788 -0.0511 -1.0981 0.9960
O 2.1722 1.7835 -0.4753 0.1425
C 1.3037 2.4367 -1.4010 0.0171
C 0.6704 1.5807 -2.5731 0.0223
O 0.4320 0.1736 -2.5293 0.2543
H 1.8739 3.2249 -1.8926 0.0011
H 0.5462 2.9452 -0.8046 0.0006
H 0.9533 1.9401 -3.5625 0.0023
H -0.3181 2.0398 -2.5874 0.0012
B 2.9422 0.9823 1.6466 0.0385
H 3.2903 2.0036 1.6524 0.0027
H 2.0498 0.9299 1.0423 0.0281
H 3.7661 0.4340 1.2166 0.0008
H 2.7375 0.5334 2.6062 0.0016
B 0.6738 -0.5027 0.4336 0.1988
H 1.0642 0.4816 0.2265 0.0705
H 0.0719 -0.5033 1.3292 0.0167
H 0.0681 -0.5480 -0.4582 0.0515
H 1.4201 -1.2787 0.5058 0.0070
C -1.6614 -0.0061 -1.0261 0.0095
C -2.6627 -0.3674 0.0541 0.0003
C -1.9935 -0.5863 1.4443 0.0035
C -2.9233 -0.5461 2.6308 0.0005
N -3.6430 -0.4738 3.5359 0.0001
H -1.1804 -0.9305 -1.3460 0.0025
H -0.9594 0.7064 -0.5930 0.0011
H -1.9794 0.4556 -1.9609 0.0022
H -3.2300 -1.2224 -0.3139 0.0000
H -3.3102 0.5094 0.0646 0.0000
H -1.3219 0.2651 1.5552 0.0001
H -1.3507 -1.4625 1.5300 0.0020
C -1.4708 -2.9405 -1.7814 0.0003
C 0.0523 -2.5795 -1.6974 0.0049
C 0.9865 -3.6395 -2.3061 0.0006
C 0.5589 -5.0027 -1.8312 0.0000
N 0.1837 -5.9804 -1.4130 -0.0001
H -1.7022 -3.6764 -1.0113 0.0001
H -1.7966 -3.3817 -2.7233 -0.0001
H -2.1789 -2.1716 -1.4726 0.0000
H 0.3803 -2.3511 -0.6833 0.0022
H 0.1997 -1.6722 -2.2832 0.0008
H 2.0395 -3.4050 -2.1506 -0.0001
H 0.7327 -3.5453 -3.3619 0.0003
C 0.2164 2.3187 0.7880 0.0207
S -0.6213 1.7214 2.3243 0.0018
O 0.2039 0.5969 2.9926 0.0105
C -0.2961 3.2480 3.3689 0.0011
H 0.2347 1.3903 0.2171 0.0081
H 1.1980 2.7644 0.9490 0.0019
H -0.4090 3.0370 0.2580 0.0014
H 0.7556 3.5131 3.4781 0.0000
H -0.6535 3.0465 4.3788 0.0002
H -1.0485 3.9431 2.9966 0.0003

57
Properties=species:S:1:pos:R:3:mulliken_charge:R:1 method="wB97M-V/def2-TZVPD" homo_ev=-9.423 orbital_gap_ha=0.3310 de_lowest_kcal_mol=28.7 e_tot_ev=-60198.2115
Cs 19.4644 -11.1090 0.5232 1.0565
Cs 20.4971 -8.7479 -2.9448 1.0306
B 20.6101 -8.1170 0.2395 0.4284
H 19.4851 -8.1491 0.1588 -0.4590
H 21.0927 -9.1104 0.0430 -0.4138
H 21.0210 -7.3766 -0.5233 -0.3401
H 20.9962 -7.7040 1.2532 -0.1977
B 17.9043 -10.9444 -2.1710 0.6400
H 18.6721 -10.9654 -3.0129 -0.4769
H 16.8041 -10.8509 -2.5387 -0.4490
H 17.9030 -11.8756 -1.5167 -0.3579
H 18.1765 -10.1122 -1.4686 -0.5721
C 13.3302 -14.8441 0.0890 -0.6769
C 13.1011 -13.4058 -0.3629 -0.7606
C 14.3297 -12.5947 -0.0122 -0.3194
S 14.7722 -13.1119 1.6509 1.0885
O 13.8940 -12.3911 2.5631 -0.6485
O 16.2040 -13.0957 1.7211 -0.6361
C 14.1471 -14.8201 1.3650 -0.5983
H 13.8053 -15.3773 -0.7401 0.3033
H 12.4263 -15.4337 0.2553 0.3194
H 12.3012 -12.9948 0.2635 0.3341
H 12.8244 -13.2222 -1.3998 0.4033
H 14.0772 -11.5369 0.0033 0.1926
H 15.2527 -12.8202 -0.5496 0.2709
H 13.7323 -15.3532 2.2137 0.4435
H 15.0892 -15.3135 1.1035 0.2754
C 15.2252 -11.4221 -5.6589 -0.8598
C 16.3729 -12.4006 -5.3993 -0.1399
C 17.5800 -11.8952 -6.2203 -0.7240
S 17.2819 -10.1377 -6.5639 1.1053
O 16.8999 -10.0808 -7.9717 -0.6598
O 18.3693 -9.3903 -5.9418 -0.6416
C 15.7694 -10.0138 -5.5095 0.0106
H 14.3444 -11.7305 -5.0952 0.4107
H 14.8856 -11.4582 -6.7027 0.3523
H 16.1357 -13.4337 -5.6438 0.4477
H 16.6716 -12.4179 -4.3480 -0.1666
H 17.5844 -12.4832 -7.1325 0.3398
H 18.5280 -11.7634 -5.7023 0.3746
H 15.2467 -9.1098 -5.7994 0.5416
H 16.1786 -9.9806 -4.4933 -0.2895
C 15.3532 -7.6701 -0.6396 -0.4548
C 15.5693 -7.6546 -2.1405 0.3074
C 14.0971 -7.9497 -2.6163 -0.8021
S 12.9984 -6.9242 -1.5412 1.1227
O 11.9089 -7.6839 -1.0019 -0.6507
O 12.8443 -5.6094 -2.1576 -0.6629
C 14.2731 -6.6998 -0.2520 -0.7982
H 16.2987 -7.3470 -0.1798 0.3088
H 15.2395 -8.6876 -0.2619 0.1098
H 16.2516 -8.4825 -2.3175 -0.4202
H 15.9075 -6.7633 -2.6646 0.3518
H 13.9308 -8.9976 -2.3753 0.3323
H 13.7976 -7.6133 -3.6081 0.4859
H 13.8395 -6.7236 0.7419 0.4456
H 14.6311 -5.7038 -0.5176 0.3433

51
Properties=species:S:1:pos:R:3:mulliken_charge:R:1 method="wB97M-V/def2-TZVPD" homo_ev=-8.242 orbital_gap_ha=0.3197 de_lowest_kcal_mol=4.2 e_tot_ev=-85775.9067
Zn -23.5341 1.3691 17.9181 -0.0961
I -26.0989 1.2398 19.0824 -0.4813
I -20.7615 1.2669 17.1903 -0.5391
C -22.0858 5.3047 18.3145 -1.3547
C -22.7221 4.2016 19.1249 0.6884
C -23.6949 4.7372 20.1598 -1.4589
O -23.5525 3.4131 18.1802 0.1588
H -22.8681 5.9709 17.9425 0.2970
H -21.4899 4.8635 17.5183 0.2894
H -21.4720 5.9743 18.9225 0.4188
H -22.0420 3.4703 19.5494 0.1438
H -24.2635 3.9741 20.6960 0.2853
H -24.4574 5.3837 19.7066 0.4663
H -23.2612 5.3614 20.9471 0.3774
H -24.4007 3.8775 18.1748 0.1552
C -21.5029 -0.1494 21.7144 -1.4445
C -22.8468 0.4220 21.1983 0.5526
C -23.3876 1.4751 22.1330 -1.1966
O -22.6813 0.9723 19.8835 0.1299
H -21.6138 -0.9864 22.3948 0.3811
H -20.9389 0.6575 22.1898 0.3532
H -20.9350 -0.4600 20.8318 0.4063
H -23.4759 -0.4693 21.1012 0.1466
H -24.3801 1.8197 21.8293 0.2064
H -22.7723 2.3759 22.0608 0.2640
H -23.4513 1.0908 23.1498 0.4422
H -21.7389 0.9402 19.6287 -0.1134
C -22.3837 -2.7175 17.2752 -1.4313
C -23.2055 -1.6448 16.5606 0.5907
C -24.3375 -2.2546 15.7556 -1.4514
O -23.7339 -0.7493 17.5837 0.0135
H -23.0927 -3.4025 17.7530 0.3780
H -21.6424 -2.3766 17.9915 0.2841
H -21.8338 -3.3157 16.5391 0.3866
H -22.5500 -1.0162 15.9590 0.2308
H -23.9586 -2.8192 14.9049 0.3881
H -25.0248 -1.4886 15.3923 0.2999
H -24.9433 -2.9271 16.3692 0.4430
H -24.3135 -1.2970 18.1342 0.1604
C -23.7763 3.5784 14.9768 -1.1523
C -24.2834 2.1575 14.7595 0.3761
C -23.3642 1.3036 13.8790 -1.1078
O -24.4617 1.4951 16.0256 -0.0562
H -23.7445 4.0689 14.0067 0.4647
H -22.7943 3.6120 15.4563 0.1512
H -24.4001 4.0931 15.7080 0.2203
H -25.2449 2.2652 14.2518 0.3242
H -22.3506 1.4679 14.2527 0.2294
H -23.4868 1.5735 12.8341 0.4315
H -23.5868 0.2509 14.0471 0.1771
H -25.3534 1.1344 16.1374 0.1713

55
Properties=species:S:1:pos:R:3:lowdin_spin:R:1 method="wB97M-V/def2-TZVPD" homo_ev="-13.333 / -13.413" orbital_gap_ha="0.3702 / 0.3349" s2=8.756 total_charge=+1 multiplicity=6 e_tot_ev=-81769.3158
Mn -9.9922 6.2619 3.9570 4.7062
O -9.3109 8.0602 4.1828 0.1474
H -8.9798 8.8811 4.5115 0.0114
C -12.7563 8.1723 4.2590 0.0034
C -12.9776 6.8442 3.5013 0.0077
N -11.7884 6.3571 2.7330 0.0185
C -11.4651 7.3807 1.6703 0.0070
C -12.5777 7.7320 0.7148 0.0017
C -12.2362 5.0541 2.1645 0.0118
C -11.2277 4.4311 1.2297 0.0072
H -13.6173 8.2796 4.9180 0.0001
H -12.8533 8.9854 3.5348 0.0002
H -11.7957 8.2857 4.7563 0.0018
H -13.1646 6.0834 4.2627 0.0013
H -13.8926 7.0078 2.9337 0.0005
H -10.6197 7.0162 1.0801 0.0019
H -11.1001 8.2191 2.2620 0.0003
H -13.2236 6.9639 0.3044 0.0001
H -12.0792 8.1972 -0.1424 0.0001
H -13.1109 8.6045 1.1011 0.0002
H -12.5613 4.3623 2.9424 0.0011
H -13.1539 5.1860 1.5807 0.0009
H -10.3652 3.9902 1.7489 0.0038
H -11.5962 3.5204 0.7454 0.0004
H -10.9697 5.0844 0.4000 0.0000
O -8.5705 5.3957 5.2572 0.0481
S -7.2627 5.6189 5.8816 0.0091
O -7.2193 5.9628 7.2672 0.0023
O -6.3827 4.2781 5.7212 0.0023
C -6.4850 3.5375 4.4929 0.0002
C -7.5480 2.4293 4.6243 0.0001
C -6.2488 6.7225 4.8628 0.0013
H -5.5112 3.0625 4.3820 0.0000
H -6.6481 4.1224 3.5877 0.0001
H -8.5371 2.8796 4.5289 0.0004
H -7.5517 1.9759 5.6144 0.0000
H -7.3556 1.6554 3.8852 0.0000
H -6.2065 6.2902 3.8705 0.0001
H -5.2839 6.5833 5.3553 0.0001
H -6.5408 7.7565 4.9566 0.0001
O -11.7002 10.9017 0.7745 0.0000
S -10.5291 11.6883 1.0498 0.0000
O -10.1860 12.7862 0.1849 0.0000
O -10.5763 12.2300 2.6156 0.0000
C -11.4598 11.5194 3.4804 0.0002
C -11.6329 12.3333 4.7743 0.0000
C -9.0896 10.6313 1.2015 0.0002
H -10.9565 10.5966 3.7826 0.0002
H -12.4361 11.3627 3.0270 0.0000
H -12.2493 13.2213 4.6894 0.0000
H -10.6477 12.4362 5.2261 0.0000
H -12.1643 11.6854 5.4820 0.0000
H -8.9426 10.1091 0.2597 0.0000
H -9.2931 9.9233 2.0057 0.0002
H -8.2518 11.2777 1.4455 0.0000

54
Properties=species:S:1:pos:R:3:mulliken_charge:R:1 method="wB97M-V/def2-TZVPD" homo_ev=-5.899 orbital_gap_ha=0.3045 total_charge=-1 e_tot_ev=-48356.4143
O -3.7354 3.4841 0.3854 -0.6196
P -3.7718 4.0971 -0.9486 0.8544
O -2.9839 5.4962 -0.9240 -0.4720
O -3.0285 3.0681 -1.9761 -0.4780
S -5.8253 4.4324 -1.5479 1.0411
O -5.7178 5.6851 -2.2927 -0.7040
O -6.2511 3.2981 -2.3472 -0.6676
O -6.5196 4.5810 -0.3109 -0.5904
H -3.1902 6.0140 -1.7180 0.3331
H -3.6928 2.3989 -2.2013 0.3294
C 2.9166 0.8655 0.5778 -1.2502
C 1.8770 1.9748 0.6790 -0.4882
N 0.5442 1.4886 0.9702 0.5530
C -0.4977 2.4939 0.7744 -0.6673
C -0.4767 3.7286 1.6773 -1.0709
C 0.4142 0.6762 2.1632 -0.3810
C 0.8542 1.2834 3.5014 -1.3307
H 2.6089 0.1048 -0.1423 0.1649
H 3.8699 1.2797 0.2435 0.5071
H 3.0935 0.3814 1.5408 0.2478
H 1.8524 2.4864 -0.2870 0.4470
H 2.2209 2.7170 1.4168 0.3094
H -1.4760 2.0165 0.8553 0.3250
H -0.4392 2.8347 -0.2639 0.3584
H -0.8132 3.4996 2.6881 0.2112
H -1.1615 4.4785 1.2789 0.3493
H 0.5143 4.1861 1.7333 0.3076
H 0.9848 -0.2465 2.0099 -0.0789
H -0.6213 0.3379 2.2537 0.4814
H 1.8187 1.7894 3.4321 0.2339
H 0.9553 0.4899 4.2471 0.4582
H 0.1198 1.9880 3.8876 0.3092
C 1.6165 -5.5243 -2.7034 -1.4523
C 0.8884 -4.2758 -2.2244 -0.2831
N 0.5665 -4.3052 -0.8110 0.1769
C -0.3767 -3.2698 -0.4112 -1.0875
C 0.0671 -1.8108 -0.5392 -0.1102
C 1.6850 -4.5155 0.0906 -0.7413
C 2.8558 -3.5264 0.0282 -0.6565
H 1.0590 -6.4264 -2.4454 0.3286
H 1.7264 -5.4952 -3.7888 0.4416
H 2.6188 -5.6018 -2.2781 0.2877
H -0.0458 -4.2074 -2.7883 0.4407
H 1.4835 -3.3912 -2.4978 0.2401
H -0.6910 -3.4557 0.6200 0.3414
H -1.2855 -3.4011 -1.0081 0.4075
H 0.7821 -1.5353 0.2332 -0.3428
H -0.7951 -1.1522 -0.4184 0.3980
H 0.5051 -1.5937 -1.5145 0.2641
H 2.0826 -5.5193 -0.0902 0.3531
H 1.3096 -4.5565 1.1165 0.3289
H 3.1666 -3.3131 -0.9957 0.2266
H 3.7190 -3.9487 0.5491 0.4086
H 2.6193 -2.5843 0.5213 0.0068

52
Properties=species:S:1:pos:R:3:mulliken_charge:R:1 method="wB97M-V/def2-TZVPD" homo_ev=-6.219 orbital_gap_ha=0.3402 total_charge=-1 e_tot_ev=-28784.9422
N -1.2637 -0.3860 -1.2442 1.0474
O -1.6212 -1.4930 -0.8135 -0.7098
O -0.1883 -0.2715 -1.8864 -0.6719
O -1.9711 0.6094 -0.9970 -0.7346
C -2.8750 -2.1729 3.8507 -1.2476
C -3.3878 -2.2180 2.4222 0.4294
C -3.5022 -0.8391 1.8147 -0.7380
O -2.6288 -3.1087 1.6042 -0.5874
H -1.9694 -1.5678 3.9395 0.1580
H -2.6177 -3.1894 4.1615 0.3053
H -3.6636 -1.8259 4.5201 0.4346
H -4.3680 -2.7070 2.4497 0.3104
H -3.9045 -0.8831 0.8055 0.2322
H -2.5263 -0.3516 1.7733 -0.1578
H -4.1819 -0.2162 2.4075 0.4798
H -1.6901 -2.8634 1.5906 0.5107
C 1.4394 3.9288 0.4714 -1.6541
C 0.6018 2.6774 0.4298 1.3861
C 0.0221 2.3257 1.7933 -0.6799
O -0.3942 2.8562 -0.5495 -0.6371
H 2.3855 3.7829 0.9962 0.3717
H 0.8910 4.7300 0.9778 0.3582
H 1.6727 4.2562 -0.5419 0.3840
H 1.2385 1.8343 0.1123 -0.1867
H -0.3721 1.3104 1.8063 -0.3528
H -0.7531 3.0297 2.1009 0.4027
H 0.8215 2.4002 2.5436 0.3164
H -0.7954 1.9988 -0.7909 0.2953
C 1.2728 -0.6210 -5.4826 -1.2924
C 1.7058 0.4355 -4.4601 0.7684
C 2.8354 1.2841 -5.0101 -1.3603
O 0.6112 1.2344 -4.0870 -0.6281
H 0.5820 -1.3182 -5.0171 0.3390
H 2.1426 -1.1435 -5.8902 0.3221
H 0.8103 -0.0759 -6.3095 0.3080
H 2.0942 -0.1006 -3.5826 0.1533
H 3.7537 0.6936 -4.9667 0.3650
H 2.9610 2.2063 -4.4452 0.3481
H 2.6648 1.5503 -6.0585 0.2917
H 0.2178 0.7969 -3.3096 0.4950
C 1.2232 -1.8349 3.1836 -1.7573
C 0.6926 -1.2944 1.8813 1.7772
C 1.8338 -0.7638 1.0171 -1.0497
O 0.0300 -2.3600 1.2055 -0.7468
H 0.4626 -2.2940 3.8163 0.3375
H 1.7158 -1.0325 3.7461 0.3730
H 2.0027 -2.5925 3.0412 0.3899
H -0.0013 -0.4852 2.1581 -0.6011
H 2.3211 0.1206 1.4341 0.3364
H 1.4670 -0.5199 0.0186 0.0206
H 2.5842 -1.5561 0.9635 0.4122
H -0.3814 -1.9753 0.4060 0.3337